Entry 1:
A molecular structure, C56H41ClCrF5N6O2PS. Source: the Open Molecules 2025 dataset; level of theory: the ωB97M-V functional and the def2-TZVPD basis.

Frontier orbital gap (alpha / beta) in Ha: 0.245 / 0.280
HOMO (alpha / beta) in eV: -10.0 / -10.1
Relative energy (zero: lowest compared OMol25 entry of this formula, charge and spin) in eV: 1.038

Geometry as ORCA input:
```
! wB97M-V def2-TZVPD RIJCOSX def2/J DEFGRID3
* xyz 1 4
H -8.06 0.89 -0.29
C -0.26 -4.84 -0.62
C 2.83 0.16 -3.54
H 7.60 0.76 -0.56
C 0.95 2.99 4.00
C -0.69 -1.01 2.98
C 2.21 -2.51 1.89
N 1.31 -1.08 -0.52
H -4.22 0.04 4.36
H -2.78 -0.59 -4.22
C -0.23 -5.82 -1.60
H -7.55 -1.90 -3.50
N 2.47 -0.37 -2.22
C -3.76 -0.49 -1.23
C -4.99 -1.81 3.60
O -1.21 -2.03 2.45
N -2.80 -0.16 -2.16
H -5.64 -3.57 2.56
C 4.43 -2.58 1.05
C 0.35 7.71 -1.59
C 3.89 -3.62 3.16
C -6.05 0.28 -0.69
H -3.09 0.65 2.24
H -5.62 0.88 0.11
Cr -0.25 -1.57 0.68
C -5.08 -2.65 2.49
C 0.18 -7.11 -1.34
H -9.03 -0.49 -2.10
N -1.73 -0.59 -0.30
H 5.17 -2.37 0.30
H 5.84 -3.62 2.28
H -2.50 1.11 -3.82
H 1.36 1.75 2.29
F -0.60 -5.51 -2.85
H 3.25 7.56 0.16
H 0.27 2.77 -3.93
H -0.34 4.37 -3.54
N 0.07 1.91 -0.12
C 3.11 -2.16 0.89
H -0.94 6.05 -1.98
C -5.21 -0.49 -1.48
C 0.41 3.63 -3.29
F 0.97 -8.71 0.19
C 0.07 1.94 -1.43
C 2.33 7.23 -0.32
H 5.17 0.62 -0.12
H 4.19 -4.18 4.04
S -0.83 -3.22 -1.01
C -7.13 -1.28 -2.72
C -3.09 -0.74 -0.06
C 6.78 -1.60 -2.85
H 0.39 4.42 5.51
F 0.13 -4.35 1.66
H 1.18 -2.23 1.80
C 0.38 4.17 4.45
Cl 0.78 -0.63 5.22
H -0.29 8.42 -2.09
C 0.44 4.02 -0.80
C 0.14 -5.24 0.65
H 2.93 -0.65 -4.26
H -4.12 0.42 -3.66
C -3.73 -1.12 1.22
C -4.27 -0.62 3.51
H -5.47 -2.08 4.53
C 0.93 2.68 2.65
C -7.42 0.28 -0.91
C 0.33 3.54 1.73
C -0.01 6.37 -1.54
C 1.52 8.14 -0.98
C -7.96 -0.50 -1.93
C 2.66 -1.39 -0.28
H 1.43 2.32 4.70
H -5.11 -1.92 -3.09
C -3.06 0.22 -3.55
C -0.25 4.73 2.19
H 1.82 -3.49 3.75
P -0.14 0.44 -2.45
F 0.94 -6.85 2.17
C -3.64 -0.28 2.32
C 0.57 -7.47 -0.07
C -1.58 -0.22 -1.57
C -0.23 5.04 3.55
C 5.63 0.00 -0.89
F 0.20 -8.02 -2.31
C 4.81 -3.30 2.18
H -1.33 0.20 4.62
C 2.57 -3.23 3.01
C 0.30 3.19 0.30
C 0.80 5.45 -0.88
H 2.60 5.17 0.25
O -0.03 -0.22 2.23
C 4.83 -0.88 -1.62
H 4.80 -2.37 -3.17
H 2.05 0.84 -3.89
H 1.40 4.06 -3.47
H 7.23 -2.22 -3.61
C -0.83 -0.75 4.46
N 0.29 3.21 -1.90
H 3.77 0.70 -3.47
C 7.57 -0.72 -2.11
C 3.38 -0.94 -1.35
C 1.24 -0.47 -1.69
H -4.52 -2.95 0.44
C -4.46 -2.30 1.30
H 1.80 9.19 -1.02
C 5.41 -1.67 -2.61
H -1.38 -1.56 4.92
H -0.72 5.40 1.49
H -0.69 5.95 3.89
C 6.99 0.08 -1.14
C 0.56 -6.52 0.94
C 1.98 5.89 -0.27
C -5.76 -1.28 -2.50
H 8.63 -0.67 -2.30
*
```

Atomic partial charges in e from the Mulliken method, atoms 1 to 8: number 1, H, carries 0.43; number 2, C, carries 0.85; number 3, C, carries -0.70; number 4, H, carries 0.43; number 5, C, carries -0.52; number 6, C, carries 0.05; number 7, C, carries 1.05; number 8, N, carries 1.52

***

Entry 2:
A molecular structure, C5H5KO7 in a non-equilibrium geometry. Source: the Open Molecules 2025 dataset; level of theory: the ωB97M-V functional and the def2-TZVPD basis.

Frontier orbital gap in Ha: 0.244
HOMO in eV: -7.8

Geometry as ORCA input:
```
! wB97M-V def2-TZVPD RIJCOSX def2/J DEFGRID3
* xyz 0 1
H 1.02 1.54 -0.66
O -1.54 0.99 -0.77
O 0.94 -0.51 3.34
O -3.59 1.31 -1.51
K -5.97 -0.43 -2.51
C 3.00 -0.40 -0.43
C 0.63 0.93 0.16
H 0.33 1.57 1.01
H 3.23 -1.12 0.81
O 2.96 -0.35 -1.60
O 2.79 -1.48 2.38
O 1.68 0.09 0.63
C -2.68 0.48 -1.25
C -0.55 0.09 -0.30
H -0.24 -0.59 -1.11
H -0.94 -0.51 0.53
O -2.84 -0.76 -1.30
C 1.77 -0.83 2.58
*
```

Atomic partial charges in e from the Mulliken method, atoms 1 to 8: number 1, H, carries 0.28; number 2, O, carries -0.28; number 3, O, carries -0.35; number 4, O, carries -0.74; number 5, K, carries 0.92; number 6, C, carries 0.26; number 7, C, carries -0.39; number 8, H, carries 0.24

***

Entry 3:
A single C4H4N2O2 molecule in a non-equilibrium geometry. Source: the Open Molecules 2025 dataset; level of theory: the ωB97M-V functional and the def2-TZVPD basis.

SMILES: C=N/N=C/C(=O)C=O
Frontier orbital gap in Ha: 0.313
HOMO in eV: -9.8
Relative energy (zero: lowest compared OMol25 entry of this formula, charge and spin) in eV: 6.924

Geometry as ORCA input:
```
! wB97M-V def2-TZVPD RIJCOSX def2/J DEFGRID3
* xyz 0 1
H 3.26 -0.15 -1.79
C -1.16 0.42 0.05
H 0.24 0.33 1.71
H 4.47 -0.38 -0.12
C -2.24 -0.47 -0.35
C 3.41 -0.36 -0.48
O -2.20 -1.61 0.07
O -1.55 1.66 -0.17
C 0.11 0.37 0.64
N 2.35 -0.25 0.55
N 1.15 0.25 -0.17
H -3.16 0.00 -0.77
*
```

Atomic partial charges in e from the Mulliken method, atoms 1 to 8: number 1, H, carries 0.25; number 2, C, carries 0.51; number 3, H, carries 0.49; number 4, H, carries 0.28; number 5, C, carries -0.01; number 6, C, carries -0.22; number 7, O, carries -0.43; number 8, O, carries -0.49

***

Entry 4:
A molecular structure, C3H7N2O2S in a non-equilibrium geometry. Source: the Open Molecules 2025 dataset; level of theory: the ωB97M-V functional and the def2-TZVPD basis.

Frontier orbital gap in Ha: 0.318
HOMO in eV: -13.5
Relative energy (zero: lowest compared OMol25 entry of this formula, charge and spin) in eV: 6.490

Geometry as ORCA input:
```
! wB97M-V def2-TZVPD RIJCOSX def2/J DEFGRID3
* xyz 1 1
O 0.25 0.41 -0.25
H -1.45 0.03 2.70
N 0.89 1.69 -2.64
S -0.19 -1.33 1.08
C 0.97 0.50 -2.19
H 0.87 2.60 -2.01
N 1.34 0.17 -0.92
O 2.24 -0.54 -0.55
H -2.50 -1.11 0.62
H 0.30 0.51 2.27
C -0.45 -0.35 2.60
C -1.55 -1.50 0.26
H 0.06 -0.88 3.32
H 0.51 1.77 -3.61
H -1.31 -1.97 -0.69
*
```

Atomic partial charges in e from the Mulliken method, atoms 1 to 8: number 1, O, carries -0.51; number 2, H, carries 0.34; number 3, N, carries -0.24; number 4, S, carries 0.26; number 5, C, carries -0.04; number 6, H, carries 0.30; number 7, N, carries 0.85; number 8, O, carries -0.50